(1)
Density functional theory data (ωB97M-V with the def2-TZVPD basis set) for a 2-piece molecular cluster, C4H3I overall.

Computed properties:
- energy above the lowest of the compared OMol25 structures with the same formula, charge and spin (kJ/mol) = 188.76
- LUMO energy (eV) = 0.7
- total charge = 0
- gap between HOMO and LUMO (eV) = 10.420
- E_tot (a.u.) = -451.74260
- SMILES = C#CC#C.I

Each line ends with the Löwdin charge.
CARTESIAN COORDINATES (ANGSTROEM)
C (0.368, -0.404, 2.060)  0.132
C (-0.102, -0.713, 0.954)  -0.161
C (-1.821, -0.813, -0.984)  0.142
C (-0.953, -0.560, -0.180)  -0.193
I (1.950, 1.067, -1.829)  0.452
H (0.808, -0.227, 3.001)  0.022
H (-2.632, -0.885, -1.540)  -0.012
H (2.382, 2.535, -1.483)  -0.381

---

(2)
Density functional theory data (ωB97M-V with the def2-TZVPD basis set) for C17H22Cl2O5Ti as an isolated structure.

Computed properties:
- energy above the lowest of the compared OMol25 structures with the same formula, charge and spin (kJ/mol) = 0.00
- LUMO energy (eV) = 4.3
- total charge = -2
- gap between HOMO and LUMO (eV) = 3.493
- E_tot (a.u.) = -2807.27146

Each line ends with the Löwdin charge.
CARTESIAN COORDINATES (ANGSTROEM)
C (0.162, -1.549, -3.172)  -0.276
C (1.023, -0.419, -3.281)  -0.280
C (0.217, 0.752, -3.312)  -0.277
C (2.493, -0.428, -3.290)  -0.103
C (-1.142, 0.348, -3.204)  -0.286
C (-1.174, -1.071, -3.103)  -0.281
C (-2.373, -1.895, -2.871)  -0.094
C (0.569, -2.963, -3.100)  -0.133
C (0.726, 2.135, -3.381)  -0.100
C (-2.314, 1.242, -3.149)  -0.106
Ti (0.040, -0.906, 0.798)  0.630
Cl (1.603, 0.784, 0.218)  0.024
Cl (1.602, -2.404, -0.002)  0.059
O (-1.196, 0.000, -0.228)  -0.324
H (2.863, -1.456, -3.265)  0.055
H (2.879, 0.099, -2.406)  0.042
H (2.881, 0.064, -4.190)  0.054
H (1.456, 2.309, -2.577)  0.049
H (-0.089, 2.858, -3.270)  0.047
H (1.224, 2.328, -4.343)  0.055
H (-2.039, 2.233, -2.775)  0.050
H (-3.083, 0.828, -2.487)  0.052
H (-2.771, 1.380, -4.139)  0.054
H (-3.171, -1.302, -2.411)  0.055
H (-2.140, -2.727, -2.196)  0.055
H (-2.765, -2.323, -3.803)  0.053
H (1.492, -3.063, -2.520)  -0.002
H (0.728, -3.392, -4.099)  0.056
H (-0.197, -3.557, -2.589)  0.054
H (-1.192, 0.974, -0.168)  0.026
O (-1.177, -2.321, 0.838)  -0.390
H (-0.826, -3.207, 1.046)  -0.007
O (0.533, 2.823, 3.528)  0.058
C (0.466, 2.030, 4.612)  -0.253
C (0.475, 2.618, 5.890)  -0.026
C (0.464, 1.813, 7.021)  -0.112
C (0.488, 0.412, 6.911)  -0.111
C (0.439, -0.185, 5.646)  -0.020
C (0.393, 0.613, 4.509)  -0.064
C (0.172, 0.066, 3.157)  -0.567
O (0.544, -1.108, 2.827)  -0.094
O (-0.411, 0.802, 2.294)  -0.116
H (0.231, 2.257, 2.754)  0.088
H (0.487, 3.708, 5.953)  0.110
H (0.456, 2.276, 8.008)  0.091
H (0.526, -0.210, 7.806)  0.086
H (0.432, -1.267, 5.514)  0.119

---

(3)
Density functional theory data (ωB97M-V with the def2-TZVPD basis set) for C41H102CdF12N3O23S4 as an isolated structure.

Computed properties:
- energy above the lowest of the compared OMol25 structures with the same formula, charge and spin (kJ/mol) = 603.60
- LUMO energy (eV) = -2.2
- total charge = -1
- gap between HOMO and LUMO (eV) = 3.498
- E_tot (a.u.) = -6476.50065

Each line ends with the Löwdin charge.
CARTESIAN COORDINATES (ANGSTROEM)
Cd (3.027, -4.184, -2.158)  1.180
C (-1.515, -0.764, 0.522)  -0.024
C (-0.886, -0.189, -0.771)  -0.473
C (-1.631, 1.142, -1.143)  -0.135
C (-1.166, 2.310, -0.267)  -0.207
C (0.282, 2.505, -0.493)  -0.171
C (1.164, 1.297, -0.073)  -0.451
N (0.570, 0.045, -0.705)  0.005
O (1.358, -1.223, -0.509)  -0.146
C (1.234, 1.240, 1.463)  -0.028
C (2.572, 1.657, -0.613)  -0.037
C (-1.217, -1.179, -1.941)  -0.037
H (-1.675, 0.033, 1.248)  0.060
H (-0.933, -1.509, 1.064)  0.082
H (-2.488, -1.173, 0.250)  0.084
H (-2.720, 1.086, -1.148)  0.115
H (-1.529, 1.395, -2.198)  0.117
H (-1.373, 2.143, 0.790)  0.102
H (-1.753, 3.195, -0.512)  0.115
H (0.512, 3.377, 0.119)  0.121
H (0.431, 2.730, -1.549)  0.127
H (0.314, 1.012, 2.001)  0.067
H (1.496, 2.229, 1.841)  0.084
H (1.983, 0.535, 1.823)  0.082
H (2.646, 1.650, -1.701)  0.083
H (3.346, 0.914, -0.421)  0.079
H (2.901, 2.642, -0.284)  0.086
H (-0.855, -0.859, -2.918)  0.084
H (-2.297, -1.229, -2.081)  0.076
H (-0.891, -2.208, -1.785)  0.078
C (3.357, -0.529, -5.949)  -0.662
F (3.311, -0.286, -7.271)  0.127
F (4.321, 0.163, -5.411)  0.149
F (2.227, -0.177, -5.377)  0.151
S (3.665, -2.457, -5.773)  0.651
O (2.376, -2.997, -5.300)  -0.409
O (4.100, -2.978, -7.052)  -0.288
N (4.647, -2.688, -4.381)  -0.364
S (6.090, -2.634, -4.931)  0.533
O (6.803, -3.893, -4.699)  -0.315
O (6.389, -1.906, -6.161)  -0.317
C (6.810, -1.389, -3.576)  -0.642
F (8.143, -1.360, -3.659)  0.119
F (6.282, -0.184, -3.759)  0.123
F (6.526, -1.919, -2.368)  0.083
C (0.736, -7.664, 0.250)  -0.622
F (0.684, -6.358, 0.589)  0.089
F (1.911, -8.120, 0.691)  0.125
F (-0.273, -8.324, 0.868)  0.118
S (0.551, -7.864, -1.670)  0.692
O (0.486, -9.295, -1.769)  -0.321
O (-0.689, -7.150, -2.075)  -0.328
N (2.094, -7.151, -2.307)  -0.361
S (2.476, -8.105, -3.530)  0.502
O (1.382, -8.789, -4.194)  -0.309
O (3.284, -7.362, -4.458)  -0.314
C (3.610, -9.445, -2.682)  -0.646
F (3.708, -10.467, -3.500)  0.144
F (4.817, -9.004, -2.347)  0.134
F (3.044, -9.952, -1.556)  0.087
C (-2.206, 0.884, -8.344)  -0.087
C (-2.832, -0.490, -8.166)  -0.327
O (-2.973, -1.047, -9.474)  -0.093
H (-2.894, 1.462, -8.961)  0.068
H (-1.246, 0.839, -8.858)  0.081
H (-2.267, 1.335, -7.353)  0.069
H (-3.806, -0.557, -7.682)  0.107
H (-2.118, -1.118, -7.633)  0.107
H (-3.041, -1.990, -9.306)  0.069
C (-6.362, -0.969, 4.346)  -0.078
C (-5.769, -1.660, 5.642)  -0.288
O (-6.119, -0.816, 6.726)  -0.101
H (-5.859, -0.003, 4.310)  0.061
H (-7.444, -0.837, 4.341)  0.065
H (-6.131, -1.552, 3.454)  0.060
H (-4.687, -1.776, 5.579)  0.106
H (-6.234, -2.634, 5.792)  0.102
H (-6.955, -1.076, 7.118)  0.082
C (-6.956, -4.871, -0.503)  -0.087
C (-8.135, -5.718, 0.025)  -0.332
O (-9.255, -5.281, -0.678)  -0.084
H (-6.053, -5.325, -0.095)  0.067
H (-7.035, -3.848, -0.135)  0.062
H (-6.835, -4.901, -1.585)  0.077
H (-8.286, -5.692, 1.104)  0.106
H (-7.928, -6.756, -0.238)  0.109
H (-9.480, -4.396, -0.382)  0.082
C (-1.986, 2.060, 6.118)  -0.095
C (-2.885, 2.626, 7.202)  -0.357
O (-3.206, 1.602, 8.067)  -0.058
H (-1.821, 2.733, 5.276)  0.066
H (-2.504, 1.220, 5.655)  0.063
H (-1.021, 1.734, 6.506)  0.073
H (-3.751, 3.123, 6.762)  0.109
H (-2.269, 3.376, 7.698)  0.110
H (-3.961, 1.140, 7.695)  0.079
C (3.541, 2.865, 7.380)  -0.103
C (3.908, 4.211, 7.942)  -0.328
O (5.015, 4.607, 7.186)  -0.090
H (2.596, 2.495, 7.779)  0.070
H (4.256, 2.070, 7.592)  0.069
H (3.509, 2.887, 6.291)  0.076
H (4.123, 4.165, 9.010)  0.111
H (3.156, 4.960, 7.694)  0.115
H (5.766, 4.036, 7.361)  0.080
C (-7.076, -0.038, -3.240)  -0.073
C (-7.273, 0.725, -1.907)  -0.343
O (-8.601, 1.060, -1.684)  -0.080
H (-7.677, 0.337, -4.069)  0.072
H (-7.358, -1.076, -3.068)  0.066
H (-5.998, -0.010, -3.398)  0.066
H (-6.682, 1.633, -1.787)  0.106
H (-6.979, 0.019, -1.131)  0.102
H (-8.788, 1.991, -1.826)  0.084
C (1.351, -2.117, 5.375)  -0.103
C (1.949, -3.425, 4.922)  -0.318
O (2.682, -3.037, 3.790)  -0.094
H (0.623, -1.721, 4.666)  0.071
H (2.105, -1.379, 5.649)  0.078
H (0.744, -2.323, 6.256)  0.069
H (1.200, -4.179, 4.679)  0.112
H (2.670, -3.800, 5.648)  0.116
H (2.088, -2.548, 3.215)  0.070
C (7.278, -5.691, 0.422)  -0.079
C (5.829, -6.053, 0.832)  -0.311
O (4.988, -5.034, 0.357)  -0.160
H (7.741, -4.899, 1.011)  0.066
H (7.255, -5.388, -0.625)  0.074
H (7.942, -6.548, 0.536)  0.065
H (5.730, -6.126, 1.915)  0.109
H (5.557, -7.005, 0.376)  0.108
H (4.800, -4.444, 1.091)  0.077
C (1.620, 7.547, 3.556)  -0.085
C (0.329, 7.985, 4.269)  -0.327
O (0.322, 8.020, 5.686)  -0.080
H (2.385, 8.300, 3.744)  0.069
H (1.510, 7.320, 2.496)  0.066
H (1.958, 6.588, 3.950)  0.068
H (-0.481, 7.367, 3.882)  0.107
H (0.131, 9.024, 4.004)  0.101
H (1.034, 8.566, 6.028)  0.080
C (6.903, 1.562, 3.662)  -0.086
C (6.628, 0.212, 4.365)  -0.323
O (7.755, 0.015, 5.145)  -0.081
H (7.070, 2.365, 4.380)  0.062
H (5.994, 1.915, 3.177)  0.062
H (7.712, 1.530, 2.932)  0.076
H (6.518, -0.628, 3.679)  0.115
H (5.692, 0.270, 4.921)  0.098
H (7.858, 0.745, 5.760)  0.078
C (-2.784, -5.532, -6.522)  -0.078
C (-3.538, -5.962, -7.790)  -0.367
O (-3.295, -5.244, -8.917)  -0.061
H (-3.178, -6.104, -5.682)  0.067
H (-2.787, -4.516, -6.126)  0.067
H (-1.757, -5.893, -6.577)  0.071
H (-4.585, -5.729, -7.593)  0.101
H (-3.497, -7.040, -7.949)  0.116
H (-2.773, -5.735, -9.556)  0.091
C (-0.143, 8.721, -1.779)  -0.085
C (-1.152, 8.800, -0.633)  -0.362
O (-1.947, 9.844, -1.033)  -0.071
H (0.391, 9.663, -1.910)  0.078
H (-0.706, 8.470, -2.677)  0.074
H (0.543, 7.913, -1.525)  0.067
H (-0.562, 9.126, 0.224)  0.095
H (-1.628, 7.884, -0.283)  0.113
H (-2.838, 9.847, -0.676)  0.091
C (-6.529, 4.787, 1.800)  -0.086
C (-5.724, 5.186, 3.048)  -0.303
O (-5.159, 6.541, 3.004)  -0.089
H (-5.919, 5.057, 0.937)  0.071
H (-7.493, 5.295, 1.847)  0.072
H (-6.655, 3.705, 1.755)  0.070
H (-4.971, 4.423, 3.249)  0.097
H (-6.432, 5.091, 3.871)  0.099
H (-4.864, 6.724, 3.899)  0.069
C (4.339, 5.893, -4.268)  -0.092
C (5.238, 6.285, -3.092)  -0.295
O (6.405, 6.895, -3.685)  -0.097
H (3.524, 5.287, -3.872)  0.064
H (4.758, 5.227, -5.022)  0.072
H (3.967, 6.725, -4.867)  0.072
H (5.489, 5.490, -2.390)  0.107
H (4.742, 7.058, -2.505)  0.097
H (7.151, 6.739, -3.102)  0.071

---

(4)
Density functional theory data (ωB97M-V with the def2-TZVPD basis set) for C25H23F2N4ORhSe2 as an isolated structure.

Computed properties:
- energy above the lowest of the compared OMol25 structures with the same formula, charge and spin (kJ/mol) = 0.00
- LUMO energy (spin up / spin down) (eV) = -5.8 / -8.4
- total charge = +2
- multiplicity = 5
- gap between HOMO and LUMO (spin up / spin down) (eV) = 7.552 / 5.764
- E_tot (a.u.) = -6373.29930

Each line ends with the Mulliken spin population.
CARTESIAN COORDINATES (ANGSTROEM)
Rh (0.565, -0.226, 0.282)  1.634
Se (0.472, -2.596, 1.631)  0.838
Se (-1.191, -1.056, 3.232)  1.247
C (0.145, 0.271, 3.458)  -0.042
C (0.375, 0.756, 4.742)  0.025
C (1.397, 1.668, 4.941)  -0.012
C (2.142, 2.089, 3.849)  0.049
C (1.853, 1.556, 2.605)  0.006
N (0.884, 0.657, 2.408)  0.100
C (-0.681, -3.037, 0.200)  0.002
C (-1.309, -4.268, 0.075)  0.025
C (-2.108, -4.476, -1.040)  -0.020
C (-2.252, -3.455, -1.966)  0.050
C (-1.586, -2.255, -1.752)  -0.008
N (-0.811, -2.054, -0.691)  0.126
H (-0.233, 0.404, 5.565)  -0.001
H (1.612, 2.041, 5.933)  -0.001
H (2.935, 2.814, 3.961)  0.002
H (2.416, 1.861, 1.732)  0.000
H (-1.168, -5.034, 0.824)  -0.002
H (-2.607, -5.426, -1.179)  -0.001
H (-2.862, -3.576, -2.850)  0.003
H (-1.677, -1.437, -2.454)  0.008
F (-1.106, 1.465, -4.488)  -0.001
C (-0.091, 1.009, -3.761)  -0.018
C (-0.323, 0.709, -2.425)  -0.053
C (0.724, 0.230, -1.664)  -0.003
C (2.004, 0.061, -2.216)  -0.056
C (2.176, 0.370, -3.565)  -0.009
F (3.370, 0.218, -4.134)  -0.001
C (1.144, 0.840, -4.352)  0.038
C (3.028, -0.383, -1.280)  0.061
C (4.379, -0.578, -1.549)  0.015
C (5.234, -0.948, -0.526)  -0.003
C (4.722, -1.132, 0.752)  0.001
C (3.373, -0.941, 0.954)  0.005
N (2.543, -0.567, -0.028)  -0.058
H (-1.317, 0.866, -2.024)  0.008
H (1.306, 1.074, -5.396)  0.001
H (4.760, -0.436, -2.546)  0.001
H (6.288, -1.087, -0.724)  0.000
H (5.351, -1.427, 1.579)  0.001
H (2.944, -1.093, 1.934)  0.003
C (-4.194, 2.645, -0.256)  -0.001
N (-2.865, 2.162, 0.119)  0.006
C (-1.751, 3.101, 0.242)  0.002
C (-2.634, 0.884, 0.370)  0.020
C (-3.758, -0.100, 0.263)  0.015
O (-1.480, 0.514, 0.728)  0.003
H (-4.159, 3.719, -0.399)  0.000
H (-4.927, 2.425, 0.519)  0.000
H (-4.529, 2.195, -1.191)  0.000
H (-2.103, 4.113, 0.075)  0.000
H (-0.971, 2.869, -0.485)  0.001
H (-1.314, 3.037, 1.238)  0.001
H (-4.497, 0.083, 1.046)  0.003
H (-3.371, -1.109, 0.379)  -0.006
H (-4.265, -0.011, -0.697)  0.000

---

The lowest E_tot belongs to which entry?
C41H102CdF12N3O23S4

---

Which value of total charge does entry 2 give?
-2

---

The highest E_tot belongs to which entry?
C4H3I